This record from OMol25 describes C18H17F6N4O8S5Ti as an isolated structure. The level of theory is ωB97M-V/def2-TZVPD.

- HOMO energy: -4.371 eV
- Strongest force on any atom: 0.8 eV Å⁻¹
- Kohn-Sham gap: 5.229 eV
- Multiplicity: 1
- Total charge: -1

Geometry as XYZ:
```
59
Properties=species:S:1:pos:R:3:forces:R:3
C 5.81770 0.82564 3.57837 0.0 0.0 0.0
O 4.08393 -2.69792 0.09881 0.2 0.2 -0.3
O -1.24938 0.25899 1.69844 0.1 0.0 0.0
C 4.55910 -1.08441 4.16480 0.0 0.0 0.0
C 5.79224 -0.48018 4.05715 0.0 0.1 0.0
C -3.05538 2.62720 2.14336 0.1 0.2 0.0
H 6.70519 -0.99531 4.32411 0.0 0.0 0.0
O 0.45542 1.58758 1.70480 0.0 0.1 -0.2
S 0.76853 -0.99284 -1.29333 -0.2 0.2 0.7
H -4.25749 0.90809 -3.68715 0.0 0.0 0.0
H 2.48749 1.36378 3.09308 0.0 0.0 0.0
O 4.37726 -2.82067 6.13466 0.0 0.0 0.0
O 4.63016 -3.70142 3.82780 0.1 0.0 0.1
O 1.12004 0.35380 -0.51640 0.0 -0.2 0.1
C -3.69272 3.81585 2.49705 -0.1 -0.1 0.0
C -2.46656 1.17426 -2.56917 0.0 -0.1 0.0
S 2.72494 -2.29168 0.10781 -0.2 0.4 0.3
N 2.13412 -1.84775 -1.26296 0.2 -0.3 -0.1
H -3.52554 5.87541 3.02207 0.0 0.0 0.0
H -1.93914 0.46683 -3.22003 0.0 0.0 0.0
H -3.79746 1.13688 0.52272 0.1 0.0 -0.1
S 4.13236 -2.70829 4.72825 -0.3 0.1 -0.2
F 2.66534 -4.70946 1.12325 0.0 0.0 0.0
H -4.77345 3.81450 2.54429 0.0 0.0 0.0
H -0.99190 1.36598 -1.18162 0.1 0.0 0.0
C -0.94367 3.82152 2.31630 -0.1 0.1 0.0
N -1.97578 1.12581 -1.19209 -0.2 0.1 0.2
H -1.03846 5.89359 2.83912 0.0 0.0 0.0
S 0.59319 -0.84861 3.65547 0.0 -0.1 -0.3
H -4.03262 -0.25238 -2.38530 0.0 0.0 0.1
S -4.09918 1.23056 1.83486 -0.1 0.0 0.0
N -4.74577 1.59654 -1.70959 -0.1 0.0 0.0
H 4.69240 2.50111 2.86479 0.0 0.0 0.0
H -5.73326 1.45446 -1.88045 0.0 0.0 0.0
F -0.77204 -2.69976 -2.60573 -0.2 -0.2 0.0
C 3.38439 -0.44425 3.82080 0.1 -0.1 0.0
H 6.76683 1.33500 3.47040 0.0 0.0 0.0
C 4.64226 1.48544 3.23563 0.0 0.0 0.0
O 2.41098 -1.24939 1.16080 -0.1 -0.6 0.1
C -1.65199 2.64026 2.07803 0.1 -0.2 0.0
F -2.50355 -2.97369 -1.28887 -0.1 -0.2 -0.1
H -2.30708 2.18274 -2.96781 -0.1 0.0 0.1
N 2.48392 -2.53593 4.45743 0.1 0.0 0.1
C -3.93908 0.80380 -2.64034 0.1 0.0 -0.1
C 1.78182 -3.82281 0.69437 0.0 0.0 -0.2
F -2.78512 -2.12314 -3.27462 0.0 -0.2 0.0
O -0.03398 -1.58536 -0.02390 0.2 0.0 0.1
H -2.04996 0.14640 -0.90082 0.2 0.0 -0.2
F 0.95139 -3.52863 1.68131 0.0 0.0 0.1
Ti 0.60860 -0.36175 1.25796 -0.1 0.0 -0.4
H -4.56000 2.58567 -1.83227 0.0 0.0 0.0
C 2.22149 -1.36722 4.00358 0.0 0.1 0.0
C -1.97039 -2.01962 -2.13971 0.4 0.5 0.2
F 1.11404 -4.32517 -0.33005 0.0 0.0 0.1
H 0.13382 3.80783 2.24080 0.0 0.0 0.0
C -2.98511 4.97493 2.75642 0.0 0.1 0.0
C 3.40734 0.85875 3.35627 0.0 -0.1 0.0
C -0.81406 1.44889 1.81134 -0.3 0.4 0.0
C -1.60147 4.98850 2.65479 0.0 -0.1 0.0
```
Forces are in eV/Å.

This record from OMol25 describes C18H17N3O3S in the gas phase. The level of theory is ωB97M-V/def2-TZVPD.

- SMILES string: Cc1cccc(C(=O)N2CCN=C2SCc2ccc([N+](=O)[O-])cc2)c1
- HOMO energy: -8.803 eV
- Strongest force on any atom: 1.4 eV Å⁻¹
- Kohn-Sham gap: 8.500 eV
- Multiplicity: 1
- Total charge: 0

Geometry as XYZ:
```
42
Properties=species:S:1:pos:R:3:forces:R:3
C 3.83894 1.06719 -0.84352 0.1 0.1 0.2
C -4.38820 -3.35089 0.44681 0.0 0.0 0.0
C 2.48937 2.82840 0.31634 -0.7 -0.2 0.0
C 3.79408 1.10674 1.56295 0.0 0.0 -0.3
H 2.35696 3.22167 -0.68780 0.1 0.1 0.0
H -4.91796 -3.71891 1.32445 0.0 -0.1 0.0
H -6.38578 0.83932 0.43990 -0.1 0.0 0.0
C -3.07483 0.20321 0.57558 -0.3 0.0 0.1
O -1.47868 1.63490 1.62894 -0.6 -0.1 0.1
O 6.21159 -2.16771 1.53540 0.1 -0.1 0.2
H -6.45244 -1.61898 0.35812 -0.1 -0.1 0.0
H 0.76336 -0.40457 -2.67398 -0.1 0.0 -0.1
H 2.81889 3.61094 0.99839 0.0 0.0 0.0
H 4.91986 -0.44072 2.54282 0.0 0.0 0.0
C -5.50302 -1.10733 0.42127 0.1 0.0 0.0
C 0.31050 1.43086 -0.41407 0.3 0.0 -0.5
S 0.82089 2.34930 0.95115 0.9 0.8 0.4
H -0.05364 1.02993 -3.30939 0.0 -0.1 0.0
H -4.21329 2.01328 0.60353 0.0 0.1 0.0
N 0.94149 1.30235 -1.51042 0.3 0.4 0.4
H 3.44416 1.55618 2.48019 0.0 0.0 0.1
C 4.60838 -0.00463 1.60609 0.2 -0.3 -0.1
C -3.11724 -1.18580 0.54136 -0.1 0.1 0.0
H -4.92647 -3.69707 -0.43434 0.0 -0.1 0.0
N -0.91547 0.76220 -0.35215 0.2 0.0 0.1
C -5.46644 0.27389 0.46639 -0.1 0.0 0.0
H -3.39084 -3.78258 0.43954 0.0 -0.1 0.0
H -1.19112 -1.00077 -1.47197 -0.1 0.1 0.0
H 3.52328 1.48243 -1.78672 0.0 0.0 -0.1
C -1.77737 0.92450 0.68694 -0.1 0.0 0.1
C -4.33002 -1.85457 0.46923 0.0 0.0 0.0
H -2.02983 0.43237 -2.10476 0.1 -0.1 0.0
C 0.16560 0.46756 -2.39830 -0.2 -0.2 -0.2
O 6.20710 -2.23540 -0.61163 0.1 -0.1 -0.2
N 5.87804 -1.74241 0.44831 0.4 -0.5 0.0
C 3.40269 1.65462 0.34148 0.3 -0.2 0.0
C 4.65244 -0.04702 -0.81334 0.3 -0.3 0.1
C -4.25409 0.93588 0.55435 0.2 0.0 0.0
H -2.19738 -1.75088 0.60055 0.1 -0.1 0.0
C 5.03489 -0.57945 0.41290 -0.8 1.1 -0.1
H 4.99865 -0.51636 -1.72149 0.0 0.0 0.0
C -1.11704 0.07833 -1.61908 -0.2 -0.3 -0.5
```
Forces are in eV/Å.

This record from OMol25 describes C18H17N4O4V as an isolated structure. The level of theory is ωB97M-V/def2-TZVPD.

- HOMO energy: -14.293 eV
- Strongest force on any atom: 2.3 eV Å⁻¹
- Kohn-Sham gap: 5.433 eV
- Multiplicity: 1
- Total charge: +2

Geometry as XYZ:
```
44
Properties=species:S:1:pos:R:3:forces:R:3
H -0.43465 -6.66933 0.30884 0.0 0.0 0.0
N 0.84467 1.50183 1.60933 0.0 0.2 0.1
H 0.06236 2.45782 3.07455 0.0 0.0 0.0
C 0.15641 -5.76808 0.39163 0.0 0.0 0.0
C 2.07532 1.88569 1.50043 0.1 -0.1 0.2
H -1.46525 -4.46729 -0.13471 0.0 0.0 0.0
N -1.46787 -1.89006 -0.39591 0.0 -0.1 -0.2
H 3.89301 1.86086 2.55549 0.0 0.0 0.0
O -1.08752 1.93042 -0.57528 -0.7 0.1 0.9
H 1.94878 -6.80956 0.93845 0.0 0.0 0.0
C -0.26663 -2.10031 -0.01918 0.1 0.1 0.0
N 1.57248 1.26189 -0.56057 0.9 0.6 0.6
C 2.26879 -4.69324 0.85436 0.0 0.0 0.0
N -1.67544 -0.53178 -0.56458 -0.1 0.0 0.3
C 0.35119 -3.37975 0.25283 0.0 0.0 0.0
C -4.44443 1.44514 -1.90403 0.0 0.0 0.0
H -5.13791 0.63640 -2.09718 0.0 0.0 0.0
H 2.46777 2.18201 3.57266 0.0 0.0 0.0
C -0.42291 -4.53973 0.14332 0.0 0.0 0.0
C 1.49936 -5.84459 0.74620 0.0 0.0 0.0
H -1.93306 4.32151 -1.21047 0.0 0.0 0.0
H 3.83964 2.70597 -1.31459 0.0 0.0 0.0
O 1.08903 0.81800 -1.62384 -0.3 -0.2 -0.2
H 3.12135 3.43563 2.48568 0.0 0.0 0.0
C -4.79391 2.75283 -2.19268 0.0 0.0 0.0
C 3.91489 2.04094 -0.45301 0.0 0.1 -0.1
C 1.69882 -3.45772 0.60950 0.0 0.0 0.0
C 2.56227 1.74778 0.08765 0.0 -0.2 -0.2
C -3.19052 1.15744 -1.36058 0.0 0.0 0.0
H 3.31229 -4.76331 1.12798 0.0 0.0 0.0
C 2.92567 2.36502 2.60491 0.0 0.1 0.0
H -3.51050 -1.00079 -1.30796 0.0 0.0 0.0
H 4.54765 2.50822 0.29664 0.0 0.0 0.0
H 4.38527 1.11597 -0.79276 0.0 0.0 0.0
V -0.09324 0.66996 0.02168 0.2 -0.1 -2.3
C -3.89508 3.78284 -1.94294 0.0 0.0 0.0
C -2.63954 3.52540 -1.39938 0.0 0.0 0.0
C -2.81716 -0.19642 -1.07750 0.0 0.0 0.0
O 0.18097 1.52910 2.81361 0.2 -0.1 0.1
H -4.16810 4.80315 -2.17556 0.0 0.0 0.0
H 2.29610 -2.55965 0.68856 0.0 0.0 0.0
O 0.50457 -0.96126 0.14920 -0.4 -0.5 1.1
H -5.76406 2.97171 -2.61522 0.0 0.0 0.0
C -2.31089 2.21935 -1.11559 0.0 0.0 -0.2
```
Forces are in eV/Å.

This record from OMol25 describes C18H17N5O4S2 in the gas phase. The level of theory is ωB97M-V/def2-TZVPD.

- HOMO energy: -8.074 eV
- Strongest force on any atom: 1.5 eV Å⁻¹
- Kohn-Sham gap: 7.251 eV
- Multiplicity: 1
- Total charge: 0

Geometry as XYZ:
```
46
Properties=species:S:1:pos:R:3:forces:R:3
H -5.88741 3.43563 -0.50654 -0.2 0.1 0.0
C -2.71024 2.21556 0.34039 -1.0 0.4 -0.2
O 2.32933 2.27625 -1.93448 0.0 0.3 0.0
H -4.44944 -4.17922 -1.11866 0.1 0.0 0.0
C -2.36817 -2.49684 0.86541 -0.1 0.1 -0.1
H -1.39650 -1.32879 -1.46015 -0.1 0.1 0.0
S 0.93170 -1.48550 -0.08443 0.1 -0.4 0.1
C 4.84232 -1.02421 0.58673 0.2 0.2 -0.1
C -3.06217 -1.49205 -0.07472 0.2 0.4 0.2
H -2.41200 -2.17933 1.90495 0.1 0.0 0.0
H 5.94311 2.68004 0.16417 0.0 -0.1 0.1
C 5.16506 0.21725 0.03587 -0.3 -0.4 0.0
S -4.13358 1.76418 -0.54819 0.2 0.5 0.3
H 7.64948 2.42570 0.27163 0.0 -0.1 0.0
O -3.89850 -2.23465 -0.94278 0.0 0.2 -0.1
H -2.62325 -0.05867 -1.62893 0.2 -0.1 0.0
C -3.12923 -3.79806 0.60987 -0.1 0.1 -0.2
C -2.06465 -0.66121 -0.90860 -0.8 -0.5 -0.3
H -3.70896 -0.80275 0.48376 0.1 -0.1 0.0
C 4.18861 0.91769 -0.64928 -0.2 0.0 -0.1
C 6.57539 0.70529 0.17068 -0.2 0.1 -0.1
C 3.55415 -1.50676 0.51628 -0.1 0.1 -0.1
N 1.98790 1.16709 -1.58592 -0.5 0.3 -0.5
C 2.89373 0.41713 -0.75892 1.1 -0.6 0.7
C -4.10793 4.04003 0.62779 -0.3 0.0 -0.1
C -3.56510 -3.60570 -0.84056 0.1 -0.4 0.1
H -2.08301 3.90878 1.49343 0.2 0.1 0.1
C -4.89714 3.24508 -0.14327 0.1 -0.2 -0.1
N -1.25728 0.19393 -0.09103 0.6 0.4 0.5
N -0.47586 1.84136 1.13721 -1.0 0.9 -0.1
H -1.32126 -2.61700 0.58253 0.0 0.0 0.1
H -4.40807 5.00869 0.98419 -0.1 0.2 0.0
C -1.52550 1.42356 0.45745 0.8 -0.3 0.2
H 4.40303 1.84710 -1.15661 0.0 0.0 0.0
H 5.61946 -1.58556 1.08242 0.1 -0.1 0.0
O 0.94555 0.63914 -1.92142 0.1 0.2 -0.4
H -4.00545 -3.86176 1.25521 0.0 -0.1 0.0
N 0.48126 0.92224 1.05349 0.6 -0.9 -0.1
N 6.72375 2.04895 0.15108 0.1 0.4 0.0
C -2.86030 3.45716 0.90625 0.2 -0.5 -0.1
O 7.50958 -0.05693 0.28825 0.1 -0.2 0.1
C 0.01866 -0.05350 0.31832 0.1 -0.2 0.4
C 2.55266 -0.78543 -0.13013 -0.2 0.2 -0.3
H -2.51444 -4.68311 0.75058 0.0 -0.1 0.0
H -2.74370 -3.85279 -1.52855 -0.1 0.0 0.0
H 3.29439 -2.44801 0.97524 0.0 0.0 0.1
```
Forces are in eV/Å.

- What is the HOMO energy in the first record?
  -4.371 eV

- Look up the multiplicity of the second one.
  1

- Which formula does entry 2 have?
  C18H17N3O3S

What did the fourth record say?
This record from OMol25 describes C18H17N5O4S2 in the gas phase. The level of theory is ωB97M-V/def2-TZVPD.

- HOMO energy: -8.074 eV
- Strongest force on any atom: 1.5 eV Å⁻¹
- Kohn-Sham gap: 7.251 eV
- Multiplicity: 1
- Total charge: 0

Geometry as XYZ:
```
46
Properties=species:S:1:pos:R:3:forces:R:3
H -5.88741 3.43563 -0.50654 -0.2 0.1 0.0
C -2.71024 2.21556 0.34039 -1.0 0.4 -0.2
O 2.32933 2.27625 -1.93448 0.0 0.3 0.0
H -4.44944 -4.17922 -1.11866 0.1 0.0 0.0
C -2.36817 -2.49684 0.86541 -0.1 0.1 -0.1
H -1.39650 -1.32879 -1.46015 -0.1 0.1 0.0
S 0.93170 -1.48550 -0.08443 0.1 -0.4 0.1
C 4.84232 -1.02421 0.58673 0.2 0.2 -0.1
C -3.06217 -1.49205 -0.07472 0.2 0.4 0.2
H -2.41200 -2.17933 1.90495 0.1 0.0 0.0
H 5.94311 2.68004 0.16417 0.0 -0.1 0.1
C 5.16506 0.21725 0.03587 -0.3 -0.4 0.0
S -4.13358 1.76418 -0.54819 0.2 0.5 0.3
H 7.64948 2.42570 0.27163 0.0 -0.1 0.0
O -3.89850 -2.23465 -0.94278 0.0 0.2 -0.1
H -2.62325 -0.05867 -1.62893 0.2 -0.1 0.0
C -3.12923 -3.79806 0.60987 -0.1 0.1 -0.2
C -2.06465 -0.66121 -0.90860 -0.8 -0.5 -0.3
H -3.70896 -0.80275 0.48376 0.1 -0.1 0.0
C 4.18861 0.91769 -0.64928 -0.2 0.0 -0.1
C 6.57539 0.70529 0.17068 -0.2 0.1 -0.1
C 3.55415 -1.50676 0.51628 -0.1 0.1 -0.1
N 1.98790 1.16709 -1.58592 -0.5 0.3 -0.5
C 2.89373 0.41713 -0.75892 1.1 -0.6 0.7
C -4.10793 4.04003 0.62779 -0.3 0.0 -0.1
C -3.56510 -3.60570 -0.84056 0.1 -0.4 0.1
H -2.08301 3.90878 1.49343 0.2 0.1 0.1
C -4.89714 3.24508 -0.14327 0.1 -0.2 -0.1
N -1.25728 0.19393 -0.09103 0.6 0.4 0.5
N -0.47586 1.84136 1.13721 -1.0 0.9 -0.1
H -1.32126 -2.61700 0.58253 0.0 0.0 0.1
H -4.40807 5.00869 0.98419 -0.1 0.2 0.0
C -1.52550 1.42356 0.45745 0.8 -0.3 0.2
H 4.40303 1.84710 -1.15661 0.0 0.0 0.0
H 5.61946 -1.58556 1.08242 0.1 -0.1 0.0
O 0.94555 0.63914 -1.92142 0.1 0.2 -0.4
H -4.00545 -3.86176 1.25521 0.0 -0.1 0.0
N 0.48126 0.92224 1.05349 0.6 -0.9 -0.1
N 6.72375 2.04895 0.15108 0.1 0.4 0.0
C -2.86030 3.45716 0.90625 0.2 -0.5 -0.1
O 7.50958 -0.05693 0.28825 0.1 -0.2 0.1
C 0.01866 -0.05350 0.31832 0.1 -0.2 0.4
C 2.55266 -0.78543 -0.13013 -0.2 0.2 -0.3
H -2.51444 -4.68311 0.75058 0.0 -0.1 0.0
H -2.74370 -3.85279 -1.52855 -0.1 0.0 0.0
H 3.29439 -2.44801 0.97524 0.0 0.0 0.1
```
Forces are in eV/Å.